(1)
A 2-piece molecular cluster, C4H12NOS overall. Source: OMol25; level of theory: the ωB97M-V functional and the def2-TZVPD basis.

Each line ends with the Löwdin charge.
Atoms and positions in Å:
1 C 2.19 -1.75 -1.33  -0.338
2 N 1.64 -0.86 -0.35  -0.104
3 C 0.22 -0.84 0.21  -0.330
4 C -0.28 0.58 0.24  -0.778
5 S -2.04 0.65 0.75  0.190
6 C 2.59 -3.09 -0.72  -0.131
7 H 3.11 -1.32 -1.73  0.101
8 H 1.57 -2.04 -2.20  0.101
9 H 1.67 0.06 -0.78  0.069
10 H -0.40 -1.44 -0.46  0.088
11 H 0.34 -1.35 1.16  0.092
12 H 0.41 1.13 0.88  0.056
13 H -0.11 1.05 -0.74  0.047
14 H 1.82 -3.70 -0.26  0.060
15 H 3.31 -2.91 0.09  0.061
16 H 3.15 -3.71 -1.43  0.056
17 H -1.75 2.98 0.41  -0.095
18 H -2.77 4.04 0.71  0.006
19 O -1.89 3.95 0.33  -0.152

Properties
Total charge: -1
Energy relative to the best compared isomer or geometry (same formula, charge and spin), kcal per mole: 16.17
DFT total energy, eV: -18716.05332
HOMO, eV: -2.84


(2)
A 2-piece molecular cluster, C4H12NOS overall. Source: OMol25; level of theory: the ωB97M-V functional and the def2-TZVPD basis.

Each line ends with the Löwdin charge.
Atoms and positions in Å:
1 C -1.49 -2.09 -0.27  -0.169
2 N -0.93 -0.88 -0.95  -0.091
3 C -0.35 0.07 0.13  -0.484
4 C 0.74 0.84 -0.54  -0.524
5 S 1.64 2.13 0.80  0.104
6 C -1.34 1.20 0.58  -0.159
7 H -1.66 -2.99 -0.96  0.076
8 H -2.30 -1.94 0.46  0.059
9 H -0.62 -2.35 0.45  0.077
10 H -1.67 -0.49 -1.40  0.026
11 H -0.09 -0.63 0.95  0.114
12 H 0.25 1.53 -1.30  0.059
13 H 1.47 0.18 -1.12  0.063
14 H -2.12 0.97 1.39  0.068
15 H -0.81 2.05 1.08  -0.008
16 H -1.99 1.57 -0.26  0.070
17 H 3.39 0.86 0.00  -0.115
18 H 3.74 -0.34 0.77  -0.017
19 O 4.15 0.29 0.20  -0.149

Properties
Total charge: -1
Energy relative to the best compared isomer or geometry (same formula, charge and spin), kcal per mole: 42.20
DFT total energy, eV: -18714.92477
HOMO, eV: -2.92


(3)
A 2-piece molecular cluster, C4H12NOS overall. Source: OMol25; level of theory: the ωB97M-V functional and the def2-TZVPD basis.

Each line ends with the Löwdin spin population.
Atoms and positions in Å:
1 C 1.86 -0.54 0.38  0.001
2 N 0.86 -1.21 -0.46  -0.001
3 C -0.30 -0.33 -0.75  0.003
4 C -1.42 -0.23 0.29  0.113
5 S -2.84 0.69 -0.21  0.828
6 C 3.14 -1.36 0.62  0.000
7 H 1.38 -0.14 1.28  0.000
8 H 2.26 0.34 -0.14  0.000
9 H 0.61 -2.10 0.00  0.000
10 H 0.19 0.62 -0.98  0.000
11 H -0.71 -0.82 -1.64  0.001
12 H -1.73 -1.28 0.39  0.020
13 H -1.12 0.18 1.26  0.023
14 H 2.91 -2.41 0.85  0.000
15 H 3.60 -1.01 1.55  0.000
16 H 3.76 -1.30 -0.27  0.000
17 H -4.71 3.99 -0.30  0.000
18 H -3.68 3.02 -0.87  0.006
19 O -4.06 3.89 -0.99  0.006

Properties
2S+1: 2
Energy relative to the best compared isomer or geometry (same formula, charge and spin), kcal per mole: 14.57
DFT total energy, eV: -18713.60912
HOMO (alpha / beta), eV: -8.95 / -8.86


(4)
C4H12NOS2 as an isolated structure. Source: OMol25; level of theory: the ωB97M-V functional and the def2-TZVPD basis.

Each line ends with the Löwdin charge.
Atoms and positions in Å:
1 C 2.49 0.81 0.13  -0.069
2 C -2.30 -0.56 -0.66  -0.082
3 C 0.95 0.79 -0.30  -0.616
4 C -1.71 0.26 0.41  -0.781
5 N 0.11 0.00 0.67  0.010
6 O -1.70 1.62 0.15  -0.035
7 S 0.77 -0.07 -1.96  0.759
8 S -2.34 -0.05 2.04  0.928
9 H 2.79 -0.23 0.01  0.073
10 H 2.51 1.23 1.18  0.098
11 H 3.07 1.59 -0.30  0.070
12 H -3.38 -0.35 -0.46  0.118
13 H -2.17 -1.60 -0.51  0.092
14 H -2.12 -0.21 -1.69  0.086
15 H 0.51 1.77 -0.32  0.085
16 H 0.35 0.07 1.71  0.162
17 H 0.28 -1.01 0.41  0.142
18 H -1.83 1.84 -0.78  0.129
19 H 2.06 -0.50 -2.32  -0.070
20 H -2.98 1.05 1.83  -0.100

Properties
Total charge: +1
Energy relative to the best compared isomer or geometry (same formula, charge and spin), kcal per mole: 44.18
DFT total energy, eV: -29542.55395
HOMO, eV: -13.68


(5)
A 2-piece molecular cluster, C4H12NOSe2 overall. Source: OMol25; level of theory: the ωB97M-V functional and the def2-TZVPD basis.

Each line ends with the Löwdin charge.
Atoms and positions in Å:
1 C 0.26 -1.40 0.09  -0.121
2 C 0.46 -1.56 1.58  -0.140
3 C 0.28 0.49 -1.58  -0.523
4 C -1.34 0.50 0.23  -0.384
5 N 0.06 0.04 -0.26  -0.236
6 O 1.03 -0.28 1.97  -0.071
7 Se 0.72 2.36 -1.79  0.870
8 Se -1.44 2.40 0.94  0.828
9 H -0.60 -2.04 0.00  0.139
10 H 1.08 -1.84 -0.54  0.120
11 H -0.50 -1.54 2.13  0.135
12 H 1.14 -2.39 1.81  0.141
13 H -0.41 0.21 -2.33  0.033
14 H 1.57 -0.87 -2.42  0.221
15 H -2.03 0.32 -0.50  0.065
16 H -1.53 -0.04 1.04  0.007
17 H 0.71 0.46 0.45  0.132
18 H 1.43 -0.14 2.79  0.089
19 H 0.54 2.26 -3.22  -0.120
20 H -1.44 3.04 -0.40  -0.185

Properties
Total charge: +1
Energy relative to the best compared isomer or geometry (same formula, charge and spin), kcal per mole: 74.24
DFT total energy, eV: -138560.23302
HOMO (alpha / beta), eV: -12.62 / -12.26


(6)
A 2-piece molecular cluster, C4H12NS overall. Source: OMol25; level of theory: the ωB97M-V functional and the def2-TZVPD basis.

Each line ends with the Löwdin spin population.
Atoms and positions in Å:
1 C -1.70 -0.83 1.09  0.003
2 S -2.18 -1.10 -0.67  0.001
3 H -1.35 0.19 1.18  0.005
4 H -2.50 -0.97 1.81  0.000
5 H -0.85 -1.46 1.46  0.000
6 H -1.68 -2.34 -0.83  0.000
7 C 1.77 -0.86 0.21  0.013
8 C 1.55 0.35 -0.71  0.018
9 C 1.05 2.47 0.47  0.551
10 N 1.87 1.55 0.04  0.300
11 H 2.71 -0.75 0.73  0.001
12 H 1.02 -0.83 0.99  0.001
13 H 1.60 -1.80 -0.32  0.002
14 H 2.26 0.30 -1.55  0.006
15 H 0.48 0.44 -1.02  0.001
16 H 1.30 3.23 1.24  0.052
17 H 0.00 2.42 0.10  0.047
18 H 2.83 1.63 0.41  0.001

Properties
2S+1: 2
Energy relative to the best compared isomer or geometry (same formula, charge and spin), kcal per mole: 14.88
DFT total energy, eV: -16665.47579
HOMO (alpha / beta), eV: -5.37 / -9.23


(7)
C4H12NS as an isolated structure. Source: OMol25; level of theory: the ωB97M-V functional and the def2-TZVPD basis.

Each line ends with the Löwdin charge.
Atoms and positions in Å:
1 C 1.17 -0.05 1.24  -0.043
2 C 0.40 -1.64 -0.47  -0.138
3 C 0.80 -0.26 -0.20  -0.494
4 C -0.36 0.52 -0.67  -0.251
5 N -0.52 1.92 -0.20  0.111
6 S -2.51 0.03 0.30  0.611
7 H 0.18 -0.39 1.82  0.137
8 H 2.14 -0.53 1.57  0.128
9 H 1.25 0.98 1.41  0.030
10 H -0.19 -1.84 -1.40  0.099
11 H 1.29 -2.41 -0.46  0.136
12 H -0.27 -2.23 0.22  0.098
13 H 1.60 -0.07 -0.93  0.171
14 H -0.65 0.49 -1.75  0.142
15 H -0.06 2.05 0.77  0.186
16 H -1.55 2.16 -0.18  0.128
17 H -0.03 2.46 -0.90  0.167
18 H -2.69 -1.20 -0.15  -0.217

Properties
Total charge: +1
Energy relative to the best compared isomer or geometry (same formula, charge and spin), kcal per mole: 68.61
DFT total energy, eV: -16658.68428
HOMO, eV: -13.69


(8)
An isolated ion of composition C4H12NS and charge +1. Source: OMol25; level of theory: the ωB97M-V functional and the def2-TZVPD basis.

Each line ends with the Löwdin charge.
Atoms and positions in Å:
1 C 0.48 -1.22 2.26  -0.031
2 C 0.12 -0.37 1.07  -0.371
3 C 1.13 -0.52 -0.06  -0.215
4 C 0.86 0.20 -1.38  -0.473
5 S -0.52 1.42 -1.25  0.781
6 N -1.26 -0.80 0.54  0.179
7 H 0.31 -2.26 2.04  0.089
8 H -0.04 -0.97 3.18  0.096
9 H 1.53 -1.03 2.49  0.101
10 H 0.01 0.69 1.31  0.135
11 H 2.12 -0.28 0.31  0.123
12 H 1.24 -1.61 -0.23  0.135
13 H 0.63 -0.49 -2.17  0.077
14 H 1.73 0.75 -1.72  0.075
15 H -0.76 1.48 -2.57  -0.101
16 H -1.35 -0.48 -0.43  0.058
17 H -2.01 -0.29 1.03  0.173
18 H -1.39 -1.81 0.65  0.169

Properties
Total charge: +1
Energy relative to the best compared isomer or geometry (same formula, charge and spin), kcal per mole: 3.55
SMILES string: C[C@H]([NH3+])CCS
DFT total energy, eV: -16661.50568
HOMO, eV: -13.51


(9)
A 2-piece molecular cluster, C4H12NS overall. Source: OMol25; level of theory: the ωB97M-V functional and the def2-TZVPD basis.

Each line ends with the Löwdin charge.
Atoms and positions in Å:
1 C 0.96 0.85 -1.63  -0.156
2 C 0.46 -0.48 -1.11  -0.562
3 S -1.32 -0.43 -0.73  0.803
4 C -1.43 -2.04 0.09  -0.399
5 H 2.04 0.87 -1.72  0.085
6 H 0.67 1.69 -0.99  0.035
7 H 0.52 1.06 -2.60  0.085
8 H 0.99 -0.85 -0.22  0.059
9 H 0.62 -1.24 -1.87  0.085
10 H -1.08 -2.85 -0.54  0.051
11 H -0.88 -2.03 1.03  0.020
12 H -2.48 -2.19 0.34  0.040
13 C -0.07 1.82 1.42  0.116
14 N 0.34 0.73 1.94  0.189
15 H -1.12 2.06 1.32  0.121
16 H 0.68 2.56 1.18  0.126
17 H 1.34 0.57 2.05  0.165
18 H -0.27 -0.08 2.05  0.135

Properties
Total charge: +1
Energy relative to the best compared isomer or geometry (same formula, charge and spin), kcal per mole: 30.92
DFT total energy, eV: -16660.31850
HOMO, eV: -12.53


(10)
An isolated ion of composition C4H12NS and charge +1. Source: OMol25; level of theory: the ωB97M-V functional and the def2-TZVPD basis.

Each line ends with the Löwdin charge.
Atoms and positions in Å:
1 C 1.29 1.33 0.27  -0.151
2 C 1.19 0.36 -0.93  -0.215
3 C 0.43 -0.93 -0.70  -0.484
4 S -1.11 -0.82 0.27  0.845
5 C -2.12 -0.03 -1.01  -0.376
6 N 1.35 0.64 1.59  0.164
7 H 0.38 1.94 0.29  0.126
8 H 2.15 2.00 0.21  0.133
9 H 0.68 0.93 -1.71  0.118
10 H 2.21 0.16 -1.28  0.120
11 H 0.21 -1.39 -1.66  0.089
12 H 1.03 -1.68 -0.17  0.079
13 H -3.14 -0.09 -0.62  0.041
14 H -1.93 1.04 -1.17  0.044
15 H -2.04 -0.54 -1.96  0.050
16 H 2.23 0.14 1.72  0.176
17 H 0.55 -0.02 1.62  0.067
18 H 1.24 1.27 2.39  0.174

Properties
Total charge: +1
Energy relative to the best compared isomer or geometry (same formula, charge and spin), kcal per mole: 3.51
SMILES string: CSCCC[NH3+]
DFT total energy, eV: -16661.50711
HOMO, eV: -12.94